# 1
This record from the Open Molecules 2025 dataset describes a molecular structure, C62H42Cl4N6S2W in a non-equilibrium geometry. The level of theory is the ωB97M-V functional and the def2-TZVPD basis.

Its HOMO-LUMO gap (alpha / beta) is 5.4968 / 5.5458 eV. As for the multiplicity: 3. As for the charge: +2. The largest force on an atom comes out at 0.0783 hartree/bohr.

Atoms and positions in Å:
W 1.03292 0.16366 0.71893
Cl 7.72592 -5.41722 -3.06375
C 6.50910 -4.58955 -2.13875
C 6.82376 -3.72278 -1.09665
C 5.81364 -2.96119 -0.50876
C 4.48164 -3.06489 -0.93711
C 4.18943 -3.88943 -2.00858
C 5.16302 -4.73033 -2.50751
C 3.52722 -2.13939 -0.38946
C 3.28360 -0.98155 -1.03722
C 3.96769 -0.62426 -2.31662
C 3.60885 0.60138 -2.68720
C 2.81527 1.14433 -1.61531
C 2.68380 2.50023 -1.36988
C 3.02853 3.41296 -2.55149
C 4.31379 3.55748 -2.97153
C 4.59651 4.36536 -4.04706
C 3.53954 4.91881 -4.79550
Cl 3.87337 5.94182 -6.16917
C 2.23750 4.76836 -4.35444
C 1.92549 4.06024 -3.20743
C 2.04503 3.00760 -0.24949
N 1.50090 2.25313 0.71725
C 1.08319 3.13056 1.70500
C 0.26123 2.89920 2.79569
C -0.18263 4.03311 3.65141
C 0.29359 4.14817 4.94992
C 0.01397 5.25399 5.67068
C -0.76691 6.27191 5.14048
Cl -0.94885 7.69558 6.04798
C -1.38922 6.07401 3.87782
C -1.07386 4.96675 3.15931
C -0.02642 1.57456 3.23055
C -0.64932 1.28703 4.45429
C -0.60560 -0.05208 4.64448
C 0.11849 -0.60280 3.53724
N 0.44013 0.41507 2.67307
C 0.55005 -1.92192 3.49685
C 1.41783 -2.37931 2.46059
C 2.03540 -3.69424 2.49146
C 2.86338 -3.78073 1.40285
C 2.79359 -2.52239 0.78713
N 1.93031 -1.65643 1.41818
C 0.06776 -2.90007 4.58268
C -0.89406 -3.88323 4.26972
C -1.32503 -4.76427 5.20826
C -0.83920 -4.70353 6.51781
Cl -1.35652 -5.83318 7.77406
C 0.09197 -3.72523 6.85392
C 0.52626 -2.80589 5.89158
C 1.39408 4.45583 1.31611
C 1.93091 4.37438 0.05737
N 2.59067 0.14148 -0.69215
H 7.82130 -3.53714 -0.72514
H 6.03477 -2.27961 0.30267
H 3.18914 -3.73778 -2.49467
H 5.06885 -5.46264 -3.31058
H 4.69206 -1.26616 -2.81974
H 3.88436 1.19528 -3.58556
H 5.04306 3.05328 -2.40499
H 5.62395 4.51427 -4.28484
H 1.45513 5.31653 -4.86884
H 0.92856 4.00514 -2.74253
H 1.01857 3.46367 5.33427
H 0.45281 5.33639 6.65731
H -1.96706 6.86226 3.41698
H -1.42882 4.90926 2.13493
H -1.13039 1.96886 5.17717
H -1.16873 -0.54038 5.41587
H 1.72196 -4.47653 3.17186
H 3.34876 -4.65944 0.95034
H -1.31868 -3.85203 3.23732
H -2.01038 -5.61462 4.94115
H 0.46588 -3.63954 7.86727
H 1.27867 -2.07400 6.18939
H 1.29884 5.41016 1.86270
H 2.22846 5.15901 -0.58785
S -1.15218 1.03732 0.33774
C -2.18591 0.08801 -0.65981
N -3.44573 0.36856 -0.80923
C -4.27077 -0.67743 -1.44937
C -3.48340 -1.35933 -2.56310
N -2.34678 -1.93708 -1.95472
C -1.66251 -3.11349 -2.60792
C -2.68440 -4.06633 -3.18805
C -3.30971 -5.05512 -2.37840
C -4.21129 -5.90592 -2.97329
C -4.30719 -5.98100 -4.40003
C -3.69331 -5.04654 -5.20939
C -2.91097 -4.06695 -4.57372
C -1.59566 -1.15498 -1.15414
S -0.02521 -1.58463 -0.52698
C -4.17308 1.45019 -0.06197
C -4.44425 2.62974 -0.98348
C -5.72737 3.18794 -0.98934
C -6.16091 4.08308 -1.95538
C -5.21913 4.47187 -2.90808
C -3.86275 4.13260 -2.75938
C -3.46799 3.22458 -1.79938
H -5.14936 -0.22543 -1.80799
H -4.59624 -1.38186 -0.66073
H -3.09159 -0.59407 -3.24807
H -4.12739 -2.04616 -3.15771
H -1.04737 -3.57054 -1.84244
H -0.99035 -2.67362 -3.35572
H -3.09975 -5.00882 -1.31593
H -4.69309 -6.64303 -2.30740
H -4.84582 -6.83825 -4.81913
H -3.79384 -4.96962 -6.35162
H -2.38079 -3.31123 -5.17050
H -3.51853 1.55961 0.82829
H -5.15711 1.16417 0.25654
H -6.47288 2.78633 -0.25534
H -7.18589 4.32861 -2.05800
H -5.60205 5.08563 -3.73268
H -3.09071 4.57913 -3.37214
H -2.37947 2.90870 -1.68410

---

# 2
This record from the Open Molecules 2025 dataset describes a single C6H6 molecule in a non-equilibrium geometry. The level of theory is the ωB97M-V functional and the def2-TZVPD basis.

Its HOMO-LUMO gap is 7.2417 eV. As for the multiplicity: 1. As for the charge: 0. The largest force on an atom comes out at 0.0202 hartree/bohr.

Atoms and positions in Å:
C -1.20405 -1.34683 -0.62932
C -0.56671 -0.41279 0.30971
C 0.75255 -0.01772 0.25955
C 1.77778 -0.89261 -0.21222
C 0.76314 1.39266 0.55442
C 0.57558 2.57681 0.67739
H -0.48068 -1.67326 -1.37528
H -1.63170 -2.18701 -0.08255
H -2.03881 -0.82520 -1.12719
H -1.21088 0.11791 1.01645
H 2.74620 -0.35330 -0.25549
H 0.51758 3.62133 0.86452

---

# 3
This record from the Open Molecules 2025 dataset describes a molecular structure, C13H19P2Yb in a non-equilibrium geometry. The level of theory is the ωB97M-V functional and the def2-TZVPD basis.

Its HOMO-LUMO gap (alpha / beta) is 3.8419 / 7.0653 eV. As for the multiplicity: 2. As for the charge: 0. The largest force on an atom comes out at 0.1510 hartree/bohr.

Atoms and positions in Å:
C -0.95853 -1.98047 -0.53376
C -0.03624 -2.22411 0.52530
C -0.44824 -1.47375 1.66901
C -1.68748 -0.81455 1.32803
C -1.99768 -1.12595 -0.01903
Yb -0.00710 -0.02535 0.14842
P 0.48338 0.92435 -2.15075
H -0.91120 -2.38969 -1.52783
H 0.85166 -2.89067 0.47689
H 0.05515 -1.42232 2.61788
H -2.88568 -0.78663 -0.56930
H -2.28625 -0.18807 2.00369
H -0.57673 1.41329 -2.82763
H 1.07953 0.09749 -3.02272
H 1.34589 2.00370 -2.09276
C -0.01584 2.00018 2.58363
P 1.49171 1.83932 1.54863
C 1.33469 2.92399 0.07994
C 2.43659 2.97721 2.54747
C 2.18091 4.35520 2.63383
C 3.23315 5.19570 2.93948
C 4.50563 4.69234 3.17039
C 4.72799 3.32116 3.13417
C 3.69570 2.45733 2.82587
H -0.85845 1.71592 1.98626
H -0.17398 3.03859 2.86610
H 0.05474 1.34640 3.49562
H 1.38289 3.96430 0.32068
H 2.24976 2.74363 -0.51120
H 0.32125 2.82571 -0.37569
H 1.20906 4.79092 2.34134
H 3.07758 6.28890 2.92975
H 5.35431 5.36632 3.34272
H 5.73307 2.90918 3.27851
H 3.90243 1.39654 2.68951

---

# 4
This record from the Open Molecules 2025 dataset describes a molecular structure, C26H17N5O3PtS in a non-equilibrium geometry. The level of theory is the ωB97M-V functional and the def2-TZVPD basis.

Its HOMO-LUMO gap (alpha / beta) is 2.8838 / 5.5869 eV. As for the multiplicity: 3. As for the charge: -2. The largest force on an atom comes out at 0.0357 hartree/bohr.

Atoms and positions in Å:
Pt -0.99039 -0.61691 -0.38752
O -0.58479 -1.47341 -2.19952
C -1.48809 -2.04041 -2.94182
C -1.11089 -2.34981 -4.26632
C -1.93089 -3.04591 -5.12952
C -3.18859 -3.46641 -4.70762
C -3.60279 -3.16531 -3.43272
C -2.80609 -2.43901 -2.52332
C -3.36429 -2.14221 -1.25652
N -2.79419 -1.42411 -0.31802
N -3.45809 -1.17681 0.80968
C -2.77839 -0.47431 1.69838
O -1.56249 -0.04831 1.50228
C -3.44159 -0.19461 2.95938
C -2.74759 0.40719 4.02138
C -3.37259 0.63289 5.22808
C -4.70549 0.28189 5.41218
C -5.40819 -0.29611 4.35818
C -4.79069 -0.53431 3.15198
H -0.13159 -2.02271 -4.58742
H -1.59049 -3.27571 -6.13072
H -3.84319 -4.01341 -5.37762
H -4.58139 -3.48741 -3.10112
H -4.35869 -2.53011 -1.04082
H -1.71559 0.68249 3.86708
H -2.82389 1.09209 6.04218
H -5.19719 0.46629 6.35968
H -6.45319 -0.55521 4.48588
H -5.32789 -0.98081 2.32938
C 7.42421 3.17839 -0.48852
C 8.30911 2.40829 0.45208
O 9.19791 2.90139 1.13198
S 8.07321 0.62669 0.43098
C 6.29331 0.48049 0.29128
C 5.46761 0.99589 1.28438
C 4.09701 0.90719 1.16078
C 3.51531 0.28319 0.04718
C 4.36491 -0.23151 -0.94242
C 5.73431 -0.13901 -0.82012
C 2.11841 0.12829 -0.08142
C 0.92331 -0.06071 -0.22272
H 7.37151 4.21349 -0.15432
H 6.42441 2.75429 -0.54042
H 7.85661 3.15349 -1.49252
H 5.91301 1.46979 2.14958
H 3.45421 1.31519 1.92868
H 3.92641 -0.70301 -1.81002
H 6.38601 -0.54361 -1.58122
N -2.08329 1.09419 -1.36382
C -2.80909 1.96189 -1.06042
N -3.68559 2.81589 -0.79822
C -3.90119 4.04209 -1.07282
N -4.22229 5.13809 -1.27322